This record from OMol25 describes a 15-piece molecular cluster, C19H68N4O15 overall. The level of theory is ωB97M-V/def2-TZVPD.

## Properties
- charge = 0
- E_HOMO (eV) = -8.773
- ΔE to the lowest compared entry with this formula, charge and spin (kcal/mol) = 54.8
- orbital gap (hartree) = 0.3273

CARTESIAN COORDINATES (ANGSTROEM)
O 3.677 -2.948 0.677
O 2.684 3.322 5.790
O 0.124 0.810 1.047
O 1.220 2.334 -3.579
O -4.408 3.604 -2.422
O -0.986 1.282 3.771
O -2.486 -2.993 0.832
O 0.941 -2.342 4.121
O -3.625 -1.009 -1.002
O -1.008 2.561 -1.341
O -1.973 0.515 -4.378
O 4.708 0.877 0.286
O 4.617 -2.299 -2.688
O -2.492 2.692 1.459
O -1.606 -4.488 -3.528
N -0.107 3.542 0.585
N -3.441 1.437 -2.212
N -5.288 1.601 -3.299
N 1.210 3.405 -1.135
C -0.645 -3.268 -1.937
C 0.038 3.159 -0.678
C -1.935 -3.945 -2.286
C 3.854 -1.149 -2.697
C 2.312 -3.219 0.788
C -0.016 0.033 -0.107
C 2.089 2.278 5.054
C -1.596 0.031 4.070
C -3.262 3.595 0.629
C 1.430 -1.189 3.518
C 2.583 1.997 -3.399
C 2.911 -1.260 3.716
C 2.379 -1.462 -2.637
C 3.328 0.627 0.416
C -4.379 2.242 -2.613
C -4.819 -1.550 -1.382
C -1.637 -2.385 1.763
C 1.787 2.660 3.571
C -1.143 -0.115 -3.500
H 1.273 -1.181 2.465
H 3.416 -0.318 3.546
H 3.080 -1.462 4.797
H -1.471 -1.318 1.480
H -5.233 0.563 -3.606
H 0.102 -3.946 -1.550
H 5.503 -2.061 -2.425
H 0.131 1.689 0.730
H -2.567 1.730 -1.701
H 0.580 -2.169 5.020
H 2.841 1.205 -4.096
H -0.827 -2.591 -1.037
H 1.419 3.122 -2.100
H 3.611 3.373 5.614
H -1.081 0.173 -0.373
H -2.590 -3.930 1.019
H 2.885 -0.132 -0.255
H 1.049 -0.386 4.083
H -3.066 1.951 1.637
H 0.313 -0.943 -0.001
H 2.781 1.604 -2.380
H -3.606 0.451 -1.964
H 3.131 0.403 1.482
H 1.079 3.463 3.516
H -2.250 -4.705 -1.627
H 1.917 3.738 -0.587
H -3.231 -1.444 -0.262
H -2.434 -5.023 -3.783
H 2.674 1.310 5.104
H -5.630 -1.318 -0.720
H -3.765 4.348 1.167
H 0.822 1.885 -4.276
H 2.686 3.052 3.086
H -2.013 0.100 4.980
H -0.311 -0.586 -3.967
H 2.082 -2.187 -3.434
H -2.731 3.972 -0.253
H -0.653 -2.849 1.878
H -0.864 1.314 2.814
H 0.643 3.963 1.176
H 1.999 -4.028 0.088
H -1.792 -0.729 -2.854
H 1.352 1.836 2.935
H -2.846 -3.337 -2.389
H 1.820 -2.303 0.619
H 5.129 0.054 0.551
H 0.594 0.448 -0.891
H 1.785 -0.554 -2.775
H -0.283 -2.700 -2.801
H 3.309 2.786 -3.541
H 1.182 2.012 5.529
H -4.014 2.971 0.139
H -5.071 -1.312 -2.395
H -2.558 1.093 -3.834
H 3.385 -2.041 3.108
H -2.096 -2.446 2.709
H -1.091 -0.927 4.181
H -4.784 -2.642 -1.338
H -6.021 2.225 -3.680
H 2.735 1.474 0.100
H 4.181 -0.493 -1.867
H -2.394 -0.151 3.351
H 2.203 -1.916 -1.628
H -0.964 3.271 1.111
H 3.944 -2.935 -0.265
H 4.187 -0.489 -3.560
H 1.970 -3.563 1.756
H -0.596 0.553 -2.835

=====

This record from OMol25 describes C19H9ClINO3ReS6 as an isolated structure. The level of theory is ωB97M-V/def2-TZVPD.

## Properties
- charge = 0
- spin multiplicity = 2
- E_HOMO (spin up / spin down) (eV) = -7.703 / -7.736
- ⟨S²⟩ = 0.769
- ΔE to the lowest compared entry with this formula, charge and spin (kcal/mol) = 0.0
- orbital gap (spin up / spin down) (hartree) = 0.2086 / 0.2095

CARTESIAN COORDINATES (ANGSTROEM)
Re 0.965 -1.217 -1.442
I 6.132 -1.701 -1.540
Cl 5.482 2.440 2.347
S -2.627 -1.775 -4.713
S 0.909 -3.181 -2.727
S -1.289 -4.340 -4.435
S -0.713 -2.121 -0.020
S -0.594 -0.338 -3.014
S -3.733 -4.143 -6.120
O 2.966 -1.313 -1.393
O -3.815 2.296 4.040
O -5.152 2.485 2.291
N 1.449 0.436 -0.181
C -0.570 -2.993 -3.586
C 4.948 -0.413 -0.402
C 1.127 2.256 1.335
C 5.523 0.482 0.512
C -3.230 0.955 0.756
C 4.742 1.349 1.228
C -1.755 -0.907 2.190
C 0.667 1.343 0.384
C 2.450 2.264 1.693
C -4.080 1.964 2.921
C -2.461 0.021 0.084
C -1.199 -1.800 -3.716
C -3.271 0.966 2.150
C -2.610 -3.463 -5.150
C 2.785 0.473 0.125
C 3.580 -0.463 -0.585
C 3.339 1.384 1.048
C -2.521 0.032 2.857
C -1.707 -0.909 0.796
H 2.826 2.941 2.448
H -2.559 0.052 3.938
H -2.422 0.024 -0.995
H -0.370 1.344 0.087
H 6.594 0.482 0.660
H -3.757 1.703 0.174
H -5.302 2.074 1.435
H 0.421 2.943 1.780
H -1.168 -1.631 2.740

=====

This record from OMol25 describes a 2-piece molecular cluster, C2 overall. The level of theory is ωB97M-V/def2-TZVPD.

## Properties
- charge = 0
- E_HOMO (eV) = -8.688
- ΔE to the lowest compared entry with this formula, charge and spin (kcal/mol) = 120.0
- orbital gap (hartree) = 0.2292

CARTESIAN COORDINATES (ANGSTROEM)
C 0.686 -0.880 0.047
C -0.686 0.880 -0.047

=====

This record from OMol25 describes one molecule with the formula C20H11Cl2N5O2S3. The level of theory is ωB97M-V/def2-TZVPD.

## Properties
- charge = 0
- SMILES = O=S(=O)(Nc1cc(-c2cc3c(-c4ccncc4)ncnc3s2)cnc1Cl)c1ccc(Cl)s1
- E_HOMO (eV) = -9.040
- ΔE to the lowest compared entry with this formula, charge and spin (kcal/mol) = 0.2
- orbital gap (hartree) = 0.2942

CARTESIAN COORDINATES (ANGSTROEM)
Cl -3.758 4.166 0.914
Cl 2.614 3.052 2.134
S 0.159 1.630 3.242
S -2.655 2.113 4.414
S -0.381 -2.152 1.371
O -2.489 0.871 5.185
O -3.244 2.997 5.406
N 2.255 -4.253 -1.793
N 2.998 -1.437 -5.816
N 1.246 -4.283 0.446
N -2.377 2.483 -0.579
N -3.541 1.918 3.037
C -1.107 2.639 3.899
C 2.369 -3.295 -4.372
C -2.232 0.509 1.473
C -0.003 -1.240 -0.971
C -0.805 3.933 3.985
C -2.971 1.724 1.740
C 0.600 -3.158 0.222
C 2.197 -1.150 -3.465
C 1.593 -3.130 -2.029
C 0.478 4.300 3.285
C 1.990 -2.532 -3.333
C 1.066 3.059 2.877
C 2.795 -0.684 -4.713
C -1.689 1.319 -0.681
C 1.964 -4.867 -0.576
C -1.509 0.303 0.283
C -0.748 -0.954 0.105
C -3.005 2.652 0.579
C 0.748 -2.554 -1.014
C 2.952 -2.760 -5.614
H 2.016 -0.370 -2.765
H 2.387 -4.424 -4.370
H -2.247 -0.235 2.228
H -1.551 4.739 4.244
H -4.484 2.391 3.148
H 3.059 0.356 -4.811
H 2.332 -5.867 -0.404
H -1.220 1.028 -1.624
H 1.123 5.220 3.100
H -0.069 -0.650 -1.879
H 3.142 -3.408 -6.510

=====

This record from OMol25 describes C20H11Cl5N4O4Sm as an isolated structure. The level of theory is ωB97M-V/def2-TZVPD.

## Properties
- charge = +1
- spin multiplicity = 6
- E_HOMO (spin up / spin down) (eV) = -11.964 / -11.964
- ⟨S²⟩ = 8.766
- ΔE to the lowest compared entry with this formula, charge and spin (kcal/mol) = 3.7
- orbital gap (spin up / spin down) (hartree) = 0.3034 / 0.3061

CARTESIAN COORDINATES (ANGSTROEM)
Sm 0.382 -0.648 0.814
Cl 2.200 1.567 2.727
Cl -2.685 0.113 1.454
Cl 1.145 4.273 4.034
Cl -1.939 4.846 4.046
Cl -3.909 2.775 2.733
O -0.155 -1.460 -1.037
O -4.407 -5.324 0.208
O -3.738 -4.349 -1.669
O -1.782 -2.533 -2.132
N -1.385 -3.520 2.220
N 1.011 1.376 -0.459
N 2.807 -0.718 -0.101
N -0.810 -2.773 1.277
C -2.230 2.455 2.837
C -1.342 3.378 3.404
C -1.150 -2.313 -1.128
C 1.911 1.131 -1.464
C 3.688 0.527 -3.536
C -1.512 -3.023 0.156
C 1.061 3.019 -2.702
C 0.205 3.277 -1.674
C 3.676 -0.239 -2.351
C 0.476 1.913 2.894
C -2.543 -3.946 0.412
C 1.951 1.922 -2.625
C -0.370 0.949 2.408
C 2.815 0.051 -1.337
C -1.697 1.273 2.349
C 2.855 1.596 -3.666
C 0.035 3.121 3.417
C 0.209 2.415 -0.567
C -3.639 -4.612 -0.380
C -2.419 -4.226 1.755
H 4.375 0.264 -4.330
H -0.485 4.110 -1.699
H 1.073 3.645 -3.588
H 3.426 -0.269 0.569
H -3.009 -4.890 2.369
H 4.368 -1.067 -2.245
H -3.023 -3.736 -1.960
H 2.867 2.206 -4.562
H 3.204 -1.633 -0.287
H -0.481 2.583 0.253
H -1.031 -3.503 3.162

=====

This record from OMol25 describes C20H11Cl6FeN2O8 as an isolated structure. The level of theory is ωB97M-V/def2-TZVPD.

## Properties
- charge = -1
- spin multiplicity = 5
- E_HOMO (spin up / spin down) (eV) = -4.607 / -5.760
- ⟨S²⟩ = 6.132
- orbital gap (spin up / spin down) (hartree) = 0.2552 / 0.2782

CARTESIAN COORDINATES (ANGSTROEM)
Fe 0.636 0.650 0.194
Cl 1.242 5.834 2.778
Cl -0.560 4.101 0.957
Cl -1.318 -0.088 2.626
Cl 2.338 -0.183 1.979
Cl 4.257 1.509 3.872
Cl 3.689 4.567 4.187
O 1.084 1.111 -3.048
O -0.383 0.593 3.505
O -0.165 2.838 -3.200
O 0.753 2.356 -1.337
O 3.156 1.794 -0.323
O -0.573 -0.559 1.410
O -1.328 1.431 -0.125
O -2.339 0.881 2.157
N 0.554 2.095 -2.574
N 2.211 1.116 -0.556
C -0.001 -0.491 -1.334
C 2.919 2.232 3.082
C -1.272 -0.237 -1.800
C 0.128 -5.339 0.393
C 1.033 2.029 1.557
C 1.562 4.160 2.579
C 0.759 3.371 1.754
C -0.924 -4.521 0.014
C -1.868 -0.845 -2.930
C 0.602 -2.707 -0.411
C 2.657 3.593 3.222
C 2.090 1.487 2.258
C -0.697 -3.218 -0.379
C 1.651 -3.528 0.006
C -3.817 0.538 -2.657
C -1.989 0.801 -1.139
C 1.415 -4.829 0.405
C 0.906 -1.370 -0.912
C -3.117 -0.449 -3.343
C -3.257 1.151 -1.544
H -1.519 -2.584 -0.672
H -1.324 -1.616 -3.453
H -3.787 1.922 -1.005
H -0.058 -6.362 0.687
H -1.931 -4.910 0.018
H -4.796 0.842 -2.994
H 2.656 -3.130 0.007
H -1.909 1.527 0.681
H 2.237 -5.456 0.717
H -3.562 -0.910 -4.213
H 1.960 -1.196 -1.095

=====

Which of these has the lowest charge? C20H11Cl6FeN2O8